Entry 1:
Computed, not measured: a molecular structure, C31H32ClN5O5S3Tc, with ωB97M-V/def2-TZVPD.

Computed properties:
- Net charge: 0
- E_LUMO (spin up / spin down): -0.0496 / -0.0683 hartree
- ⟨S²⟩: 0.848
- Total energy: -3586.04131 Eh
- Multiplicity: 2
- ΔE to the lowest compared entry with this formula, charge and spin: 11.9 kcal per mole
- HOMO (spin up / spin down): -8.13 / -8.20 eV
- Gap between HOMO and LUMO (spin up / spin down): 0.249 / 0.233 Ha

Last column: Mulliken charge in e.
Geometry (Å):
O: 0.760 -2.547 -2.877  -0.708
H: 1.146 3.825 -2.718  0.403
C: 4.390 1.656 0.512  -0.015
N: -0.160 1.347 -0.068  2.255
C: -1.163 2.729 4.500  0.592
H: -0.577 3.701 6.306  0.432
H: -2.374 -2.581 2.461  0.377
C: 5.280 -0.864 -0.248  -0.897
H: 0.055 3.376 1.443  0.443
H: -2.750 -4.823 -4.707  0.367
H: -2.249 2.132 1.460  0.757
H: -2.060 1.906 -0.606  0.351
C: -1.012 2.081 -0.796  -0.861
H: 1.397 4.971 2.724  0.415
Tc: -0.619 -0.059 1.485  -0.470
S: -3.676 -0.664 0.244  1.279
C: -1.779 1.605 2.289  -1.813
H: 1.106 5.139 5.190  0.381
O: -0.470 -4.099 1.142  -0.709
C: -3.657 -3.352 -3.427  0.917
H: 2.779 0.341 -3.374  0.278
C: -2.458 -2.880 -2.897  -0.956
H: 1.419 -1.932 5.278  0.222
C: -4.851 -3.003 -2.801  -0.739
O: -4.820 -1.033 1.029  -0.766
N: 1.989 -1.463 4.598  -0.414
H: -4.517 -4.894 -4.660  0.396
H: 3.228 -1.481 -0.029  0.656
C: -2.193 -2.455 1.389  -0.510
C: -0.762 -2.928 1.125  0.434
C: 2.043 0.777 0.650  -0.310
C: 1.665 2.371 -1.231  -0.121
C: 6.179 0.191 -0.142  -0.475
H: 0.340 0.905 -3.577  0.393
C: -0.413 3.632 5.240  -0.715
H: -1.507 -3.161 -3.334  0.517
C: -0.581 2.984 -1.751  -1.005
S: 1.082 -1.133 -2.548  0.924
H: -2.589 1.158 2.865  0.885
O: 0.079 -1.931 0.962  -0.162
C: 0.523 4.436 4.612  -0.410
C: -4.861 -2.197 -1.673  -0.776
C: 0.685 4.337 3.237  -1.077
H: -3.707 -3.614 -5.559  0.300
C: 2.561 -0.722 -3.482  -1.189
C: 1.169 1.506 -0.266  0.613
H: -1.017 -0.132 -3.062  0.090
C: -2.456 -2.064 -1.778  0.437
H: 5.628 -1.848 -0.535  0.456
H: 7.229 0.030 -0.352  0.403
H: -5.789 -3.381 -3.191  0.388
O: -3.571 0.703 -0.205  -0.783
C: -3.658 -4.223 -4.653  -1.574
S: -0.308 -0.449 3.706  -0.341
C: 3.491 0.603 0.398  -0.665
H: 4.041 2.632 0.828  0.535
N: -2.300 -1.044 1.013  -0.185
C: -0.035 -0.116 -3.530  -1.132
H: -5.785 -1.949 -1.168  0.526
C: 5.736 1.447 0.243  -0.770
H: 6.437 2.265 0.341  0.423
N: 1.432 0.270 1.665  2.086
H: 2.734 2.458 -1.364  0.679
C: 0.778 3.129 -1.975  -1.286
C: -1.012 2.584 3.120  0.391
H: 3.376 -1.308 -3.062  0.347
N: 2.165 -0.384 2.604  -1.551
C: 1.411 -0.808 3.581  0.728
C: -0.072 3.430 2.518  0.004
C: -3.658 -1.720 -1.176  -0.439
C: 3.937 -0.662 0.026  -0.341
H: -1.312 3.552 -2.308  0.514
H: 2.402 -0.991 -4.526  0.459
H: 2.962 -1.706 4.520  0.227
H: -2.890 -3.102 0.859  0.362
H: -0.092 -0.560 -4.524  0.548
Cl: -2.357 1.797 5.368  -0.215
H: -1.515 -1.742 -1.347  0.191

Entry 2:
Computed, not measured: a single C18H19N5O4S molecule, with ωB97M-V/def2-TZVPD.

Computed properties:
- Net charge: 0
- E_LUMO: -0.0094 hartree
- SMILES string: Cc1sc2nnn(CC(=O)N3CCN(C(=O)c4ccco4)CC3)c(=O)c2c1C
- Total energy: -1670.22920 Eh
- ΔE to the lowest compared entry with this formula, charge and spin: 2.1 kcal per mole
- HOMO: -8.80 eV
- Gap between HOMO and LUMO: 0.314 Ha

Last column: natural (NBO) charge in e.
Geometry (Å):
C: -5.200 -1.509 0.307  -0.146
N: 0.920 1.515 0.338  -0.441
C: 5.963 -2.024 -0.393  -0.219
C: 3.687 -1.376 0.495  0.642
H: -0.939 2.801 -2.104  0.246
H: -5.698 -3.510 0.821  0.231
C: 1.533 -0.651 1.291  -0.238
H: -2.944 -2.446 -2.052  0.261
C: 0.521 0.124 0.446  -0.224
O: 0.952 3.501 -0.718  -0.615
H: 0.462 -0.326 -0.550  0.220
N: -3.374 1.795 0.678  -0.218
S: -5.308 -0.034 1.226  0.473
N: -2.360 2.152 0.039  0.037
H: 2.236 2.959 0.985  0.264
H: 1.727 1.810 2.240  0.194
C: 0.482 2.389 -0.595  0.683
H: -6.720 -2.801 -0.425  0.231
H: 7.540 0.841 -0.326  0.206
H: 3.625 1.333 -0.113  0.211
H: 4.034 1.258 1.613  0.206
H: -0.257 1.156 -2.219  0.268
N: 2.887 -0.349 0.886  -0.430
C: -0.634 1.921 -1.532  -0.330
C: -6.196 -2.592 0.508  -0.649
N: -1.788 1.360 -0.865  -0.241
C: -3.394 -0.326 -0.497  -0.177
O: -1.593 -0.576 -2.051  -0.621
C: 5.069 -1.095 0.082  0.135
C: -2.212 0.069 -1.227  0.633
H: -6.923 -2.310 1.265  0.227
C: 7.164 -1.331 -0.644  -0.320
C: 3.248 1.056 0.877  -0.216
H: -0.461 0.038 0.928  0.194
H: 8.078 -1.737 -1.024  0.233
O: 3.284 -2.531 0.490  -0.627
H: -4.663 -2.873 -2.131  0.220
C: -3.826 -2.674 -1.462  -0.649
H: 5.761 -3.065 -0.537  0.246
C: -4.142 -1.528 -0.562  -0.033
O: 5.665 0.121 0.135  -0.395
C: 2.021 1.909 1.192  -0.238
H: 1.403 -0.420 2.354  0.191
H: 1.388 -1.725 1.150  0.268
C: 6.921 -0.034 -0.303  0.114
C: -3.906 0.584 0.431  -0.031
H: -3.642 -3.575 -0.878  0.220

Entry 3:
Computed, not measured: a molecular structure, C22H32I2IrN2OSb, with ωB97M-V/def2-TZVPD.

Computed properties:
- Net charge: +3
- E_LUMO (spin up / spin down): -0.4588 / -0.4569 hartree
- ⟨S²⟩: 0.825
- Total energy: -1981.16874 Eh
- Multiplicity: 2
- ΔE to the lowest compared entry with this formula, charge and spin: 0.1 kcal per mole
- HOMO (spin up / spin down): -17.06 / -17.41 eV
- Gap between HOMO and LUMO (spin up / spin down): 0.168 / 0.183 Ha

Last column: natural (NBO) charge in e.
Geometry (Å):
N: -0.664 -2.611 -0.973  -0.596
C: 1.384 4.283 0.281  -0.646
H: -0.779 -0.095 2.919  0.221
Sb: 0.583 1.378 0.457  1.347
I: -7.178 -3.211 -1.437  0.653
H: 0.694 4.444 1.111  0.221
C: 2.334 0.966 1.646  -0.487
C: -4.320 -0.070 -1.746  -0.170
H: -0.815 -3.008 -1.903  0.417
H: 1.453 5.223 -0.270  0.258
H: 2.137 2.892 2.696  0.226
H: 2.642 -1.138 1.115  0.197
H: 1.536 2.212 -2.534  0.207
C: -4.278 -2.770 -0.882  -0.180
O: -2.030 -0.020 -1.268  -0.495
C: -3.076 -0.703 -1.258  0.496
I: -4.272 1.853 -2.410  0.504
H: -2.124 -3.818 -0.011  0.242
C: 4.012 -1.463 -1.929  -0.217
H: 3.347 -0.638 2.645  0.254
H: 2.959 -4.482 -0.819  0.261
C: 1.777 -2.709 -0.949  0.203
H: -2.889 2.841 1.871  0.249
Ir: -0.118 -0.581 -1.142  0.640
H: 4.999 -3.359 -1.697  0.267
C: 1.906 2.946 -1.814  -0.638
H: 2.711 0.251 -2.038  0.232
H: -0.063 3.421 -1.076  0.232
H: -2.548 2.092 0.312  0.187
C: 2.481 -0.512 1.992  -0.627
H: -1.710 -2.304 0.799  0.252
C: -1.904 -2.761 -0.176  -0.257
H: -4.343 -3.801 -0.559  0.264
H: -6.396 -0.341 -2.145  0.281
C: 2.939 -3.435 -1.089  -0.211
H: -0.528 2.383 2.606  0.249
H: -2.304 0.738 3.194  0.251
C: -5.482 -0.793 -1.783  -0.300
H: 1.474 1.504 3.574  0.215
C: -5.485 -2.134 -1.368  -0.071
N: 1.719 -1.396 -1.284  -0.472
H: 3.212 1.725 3.451  0.256
H: 1.613 -0.886 2.541  0.207
C: 4.077 -2.805 -1.581  -0.078
H: 0.488 -3.092 0.708  0.246
H: 2.885 2.629 -1.446  0.211
C: 2.818 -0.791 -1.772  0.066
C: -3.108 -2.103 -0.807  -0.065
H: 4.872 -0.942 -2.325  0.270
H: 0.471 -4.370 -0.514  0.249
C: -1.554 0.502 2.436  -0.622
C: -1.014 1.791 1.827  -0.508
C: 0.925 3.185 -0.674  -0.467
H: -1.721 3.581 0.786  0.229
H: 3.166 1.289 1.015  0.235
H: 2.375 4.074 0.685  0.221
H: 2.063 3.880 -2.357  0.258
C: 2.272 1.831 2.905  -0.641
C: 0.517 -3.290 -0.366  -0.266
H: -2.043 -0.113 1.673  0.173
C: -2.096 2.624 1.153  -0.632

Entry 4:
Computed, not measured: 3 unconnected molecules or ions with the total composition C16H35O6, with ωB97M-V/def2-TZVPD.

Computed properties:
- Net charge: -1
- E_LUMO: 0.0874 hartree
- Total energy: -1082.04514 Eh
- HOMO: -4.10 eV
- Gap between HOMO and LUMO: 0.238 Ha

Last column: natural (NBO) charge in e.
Geometry (Å):
H: -4.873 -0.805 2.228  0.182
C: 3.863 1.032 -1.114  -0.087
C: -0.441 -3.474 0.762  -0.627
C: -5.096 -0.850 1.160  -0.378
C: 3.202 -0.110 -0.378  -0.098
H: -0.853 1.606 2.192  0.196
H: -0.142 -3.582 1.803  0.191
H: 0.128 2.231 -1.634  0.187
H: 3.784 -0.375 0.510  0.171
C: -0.249 -2.026 0.272  -0.398
H: -2.871 -2.135 1.338  0.234
C: -5.721 -2.220 0.807  -0.517
O: -4.336 -3.222 -0.847  -0.800
H: -3.681 0.617 0.506  0.164
H: -3.940 -0.659 -0.667  0.222
H: 3.268 1.296 -1.994  0.172
H: 3.773 -2.767 -0.033  0.172
H: -6.204 -2.619 1.697  0.198
H: 5.000 -1.885 -0.984  0.169
H: 1.338 5.039 2.409  0.187
H: 1.532 3.358 1.869  0.183
H: -2.020 -1.954 -0.980  0.232
H: -0.991 3.343 -0.830  0.178
O: -4.407 -4.145 1.192  -0.787
H: 5.162 1.201 -3.514  0.161
H: 0.194 -1.396 1.049  0.176
H: -2.120 -0.604 1.728  0.166
C: -4.718 -3.299 0.340  0.756
O: 5.198 0.729 -1.494  -0.555
H: 1.109 4.452 -1.555  0.180
C: -1.041 2.242 1.330  -0.255
O: -0.030 1.960 0.374  -0.556
O: 0.908 4.746 0.451  -0.552
H: -2.029 1.999 0.928  0.185
H: 3.867 -2.993 -1.790  0.190
H: -6.487 -2.089 0.043  0.189
H: -1.019 3.289 1.645  0.168
C: -2.568 -1.180 0.911  -0.409
O: 3.035 -1.237 -1.220  -0.547
H: 4.614 -0.446 -3.108  0.183
C: 1.673 4.405 1.589  -0.253
H: 2.739 4.590 1.413  0.160
C: -1.536 -1.373 -0.195  -0.397
C: -3.828 -0.465 0.396  -0.393
H: 0.156 -4.159 0.163  0.191
H: -1.327 -0.380 -0.608  0.178
H: 3.900 1.906 -0.455  0.179
H: -1.480 -3.786 0.668  0.250
C: 3.975 -2.266 -0.987  -0.251
H: 2.051 3.339 -0.550  0.167
H: -5.843 -0.071 0.986  0.179
H: 0.455 -2.031 -0.562  0.199
C: -0.025 2.837 -0.734  -0.088
C: 5.322 0.345 -2.849  -0.252
H: 6.336 -0.025 -2.992  0.185
H: 2.208 0.209 -0.048  0.210
C: 1.089 3.854 -0.638  -0.087